Molecular formula: C22H33AsFN3O4STc
Method: DFT, ωB97M-V with the def2-TZVPD basis set

Positions of all 66 atoms, in Å:
H (-3.50580, -1.62010, -1.53510)
H (7.19520, 1.58490, -4.39180)
H (8.58990, 1.19230, -3.38190)
C (3.58380, -4.17220, -5.60690)
N (9.79380, -0.41950, -5.32060)
C (2.18200, -3.38070, -2.93710)
H (10.31210, -0.53200, -6.20400)
H (-1.58610, 0.36810, 4.81280)
O (-0.55340, -3.53650, -2.51250)
H (4.01620, -4.98940, -6.17830)
C (3.46080, -1.03380, -2.32510)
H (-3.06420, -1.45470, 3.46800)
H (-0.35860, -0.78280, 5.19720)
H (-0.92490, 1.03050, -3.83810)
H (9.02960, -1.16910, -2.87710)
H (0.07400, 0.64690, 4.21850)
H (-1.91980, -2.61260, 4.05480)
H (3.61960, 0.98020, -1.59760)
C (2.15820, -1.26530, -1.74760)
C (6.05160, -0.58880, -3.40310)
H (3.60200, -5.26340, -3.75970)
C (-1.67800, 0.27710, -3.60140)
S (-1.25870, 1.16980, -0.25620)
H (2.50230, -4.22720, -5.70530)
C (3.99490, -4.31860, -4.14410)
Tc (0.09540, -0.68930, 0.34530)
C (8.33190, -1.47790, -3.66930)
H (3.92070, -3.22990, -6.03250)
C (5.37450, -1.79530, -3.61020)
C (1.51110, -2.45220, -2.16450)
H (-4.08660, 2.72670, -1.36200)
H (9.86540, -2.48750, -4.81590)
C (-3.47300, 2.46160, -2.22610)
H (-2.43700, 0.26600, -4.39200)
H (-1.23370, -0.71590, -3.53430)
F (5.90950, 1.61280, -2.50440)
N (3.43210, -3.22860, -3.34840)
C (9.12570, -1.69580, -4.95730)
C (8.78600, 0.66230, -5.47550)
C (-1.04160, -0.86390, 3.19020)
H (8.14050, 0.40320, -6.31840)
H (7.86310, -2.40320, -3.34020)
C (-3.95900, -0.63240, -1.63460)
H (9.28290, 1.60870, -5.70350)
O (1.60510, -0.42960, -0.94590)
H (-4.11320, 2.42390, -3.11240)
C (-0.68960, -0.10780, 4.40200)
N (7.34230, -0.43440, -3.83460)
H (-2.70840, 3.22780, -2.37430)
H (10.48420, -0.15630, -4.59920)
C (4.09620, -2.04380, -3.10410)
As (-2.61260, 0.73850, -1.95480)
C (5.34010, 0.42990, -2.70610)
H (-2.16940, -2.42830, 2.29110)
H (-4.59870, -0.62070, -2.52420)
C (0.05570, -2.69940, -1.90950)
H (8.46500, -1.98220, -5.78060)
H (-4.57480, -0.39970, -0.76440)
H (5.84760, -2.54380, -4.22200)
H (1.65760, -4.28810, -3.21350)
O (-0.49340, -0.62210, 2.08850)
C (7.95320, 0.82690, -4.19770)
O (-0.52030, -1.85720, -1.06480)
C (-2.09300, -1.90210, 3.24300)
H (5.07940, -4.34440, -4.04150)
C (4.10360, 0.20280, -2.16710)

Atomic forces in eV per Å
H 0.11 0.18 0.00
H 0.10 -0.08 0.02
H -0.12 -0.08 0.06
C 0.15 -0.10 0.16
N 0.50 0.08 -0.19
C -0.09 0.20 0.22
H 0.04 0.03 0.18
H -0.07 -0.03 -0.14
O 0.20 -0.19 -0.15
H -0.01 -0.03 -0.09
C 0.42 0.10 -0.25
H 0.03 0.22 0.04
H 0.01 -0.12 -0.12
H -0.11 -0.04 0.14
H -0.24 0.04 0.09
H -0.07 -0.06 -0.01
H 0.14 0.07 0.01
H 0.00 0.15 0.10
C -1.23 -0.85 0.06
C 0.41 0.40 -0.06
H 0.16 0.22 0.17
C -0.25 0.07 0.12
S 0.37 -0.82 0.07
H -0.08 -0.01 -0.05
C 0.20 -0.60 -1.00
Tc 0.36 1.03 -2.82
C 0.36 -0.81 -0.35
H 0.05 0.11 -0.07
C -0.47 -1.03 0.16
C 0.28 0.63 0.09
H 0.14 -0.16 -0.03
H 0.01 0.18 -0.02
C 0.04 -0.06 0.00
H 0.11 0.03 0.13
H -0.08 0.08 0.14
F 0.13 -0.32 -0.10
N -0.17 -0.11 0.28
C -0.29 -0.62 0.24
C -0.56 0.53 -0.07
C -0.76 -0.27 0.43
H 0.16 -0.04 0.02
H 0.11 0.00 -0.07
C 0.07 0.17 -0.19
H 0.03 -0.16 0.05
O 1.31 0.29 -0.31
H 0.12 -0.17 0.09
C 0.39 0.34 0.04
N -0.68 0.06 0.67
H -0.02 -0.16 0.05
H -0.04 -0.11 -0.28
C 0.32 0.48 0.06
As -0.21 -0.09 -0.17
C -0.60 0.80 0.31
H -0.01 -0.03 0.10
H 0.09 -0.01 0.10
C -0.34 0.46 0.53
H 0.17 0.10 0.01
H 0.21 0.11 -0.04
H 0.07 -0.10 -0.07
H 0.04 -0.06 -0.05
O -0.56 0.23 2.58
C 0.16 0.89 -0.26
O -0.70 -0.65 -0.36
C -0.08 -0.32 -0.30
H -0.14 -0.05 0.21
C 0.42 0.04 -0.10

Frontier orbital gap (alpha / beta) = 6.927 / 3.399 eV
2S+1 = 4
Energy = -4136.544606 a.u.
Total charge = +4

Here are the natural (NBO) charges for atoms 1 to 5, given in e: atom 1 (H): 0.272, atom 2 (H): 0.284, atom 3 (H): 0.260, atom 4 (C): -0.624, atom 5 (N): -0.495